Computed, not measured: a structure of composition C32H27Cl3O2OsPS4Sb, with the ωB97M-V functional and the def2-TZVPD basis.

Results
**Multiplicity**: 2
**Total charge**: +1
**Frontier orbital gap (spin up / spin down)**: 5.4 / 5.1 eV
**E_HOMO (spin up / spin down)**: -10.2 / -10.1 eV
**Max |F|**: 0.66 eV Å⁻¹
**E_LUMO (spin up / spin down)**: -4.7 / -5.1 eV

Element x y z (Å)
Os1 0.7813 1.0710 1.5501
Cl1 -1.1417 7.9222 2.4753
C1 -0.6967 6.3598 1.8879
C2 0.5715 5.8667 2.1525
C3 0.9069 4.6143 1.6770
Cl2 2.5086 4.0050 1.9665
C4 0.0058 3.8187 0.9633
O1 0.3082 2.5918 0.4713
C5 -1.2429 4.3680 0.6903
Cl3 -2.3563 3.4557 -0.2728
C6 -1.6040 5.6232 1.1482
H1 1.2877 6.4519 2.7109
H2 -2.5831 6.0201 0.9210
S1 2.1696 -0.9239 5.5034
Sb1 2.4433 1.0942 4.6589
S2 2.7261 0.3489 2.2245
S3 0.0817 1.4794 3.6181
C7 1.9167 -2.0859 -6.5080
C8 1.8966 -1.2417 -5.2653
C9 2.2541 -1.7763 -4.0280
C10 2.2616 -0.9939 -2.8861
C11 1.8999 0.3401 -2.9877
C12 1.5149 0.8957 -4.1998
C13 1.5225 0.1007 -5.3329
S4 1.9633 1.4038 -1.5793
C14 3.7386 1.5720 -1.4374
O2 1.6136 0.4598 -0.4153
H3 2.7614 -1.8050 -7.1402
H4 1.0095 -1.9428 -7.0953
H5 2.0142 -3.1434 -6.2691
H6 2.5300 -2.8218 -3.9576
H7 2.5249 -1.4161 -1.9228
H8 1.2098 1.9346 -4.2571
H9 1.2267 0.5256 -6.2849
H10 4.1704 0.5774 -1.3368
H11 3.9459 2.1748 -0.5541
H12 4.1047 2.0738 -2.3328
C15 -1.1745 -2.2950 -2.9177
C16 -0.7191 -3.1763 -1.9517
C17 -0.4971 -2.7326 -0.6509
C18 -0.7314 -1.3983 -0.3312
C19 -1.1909 -0.5126 -1.3084
C20 -1.4098 -0.9620 -2.5968
P1 -0.6338 -0.7669 1.3616
C21 -0.1082 -2.0957 2.4577
C22 -0.8884 -2.4754 3.5436
C23 -0.4343 -3.4651 4.4051
C24 0.7927 -4.0686 4.1865
C25 1.5826 -3.6777 3.1100
C26 1.1398 -2.6871 2.2543
C27 -2.3587 -0.3773 1.7494
C28 -2.8145 0.8593 2.1817
C29 -4.1705 1.0570 2.4097
C30 -5.0698 0.0240 2.2099
C31 -4.6213 -1.2151 1.7638
C32 -3.2750 -1.4134 1.5233
H13 -1.3552 -2.6464 -3.9262
H14 -0.5470 -4.2148 -2.2028
H15 -0.1672 -3.4244 0.1094
H16 -1.3816 0.5276 -1.0544
H17 -1.7687 -0.2755 -3.3535
H18 -1.8424 -1.9963 3.7309
H19 -1.0407 -3.7528 5.2539
H20 1.1476 -4.8345 4.8645
H21 2.5511 -4.1344 2.9522
H22 1.7680 -2.3573 1.4359
H23 -2.1298 1.6787 2.3398
H24 -4.5195 2.0258 2.7431
H25 -6.1246 0.1821 2.3943
H26 -5.3231 -2.0223 1.5985
H27 -2.9299 -2.3750 1.1584